1.
Computed, not measured: a single C31H27N5O4S molecule in a non-equilibrium geometry, with wB97M-V/def2-TZVPD.

```
68
Properties=species:S:1:pos:R:3:forces:R:3:lowdin_charge:R:1
C -3.89314 -3.89520 -1.50071 0.14 0.19 -0.04 -0.063
H -3.49399 -4.83613 -1.12927 -0.03 -0.10 0.04 0.063
H -4.31789 -4.06226 -2.48619 -0.07 -0.06 -0.09 0.082
H -4.68255 -3.56450 -0.82918 -0.07 0.00 0.04 0.074
C -2.78109 -2.85468 -1.59154 -0.39 -0.20 -0.50 -0.204
N -2.21108 -2.57576 -0.29872 0.53 0.05 0.69 0.004
C -1.23379 -3.31816 0.29184 -0.01 0.04 0.21 -0.598
N -0.87848 -2.78301 1.43617 0.04 -0.82 -0.33 -0.009
N -1.60960 -1.67832 1.60860 -0.64 0.88 0.20 0.095
C -2.41810 -1.54125 0.58750 0.39 -0.39 0.19 -0.226
C -3.31850 -0.40778 0.46774 -0.58 0.49 -0.21 -0.133
C -4.48102 -0.42013 -0.28450 0.08 -0.02 0.03 0.041
C -5.28274 0.72315 -0.34605 0.14 0.08 0.10 -0.261
C -4.92138 1.86110 0.35378 -0.18 0.06 -0.07 0.065
C -3.76638 1.86048 1.14212 -0.01 -0.23 -0.08 -0.264
C -2.96509 0.73331 1.19549 0.10 0.27 0.12 0.019
H -2.07291 0.69143 1.79543 0.10 0.06 0.08 0.098
O -3.52148 3.01696 1.81025 -0.28 -0.10 -0.30 -0.077
C -2.43749 3.05703 2.71186 0.23 0.01 0.19 -0.073
H -2.47564 4.04416 3.16967 0.05 -0.09 -0.01 0.096
H -2.53667 2.29137 3.48662 0.01 0.01 -0.03 0.102
H -1.47911 2.93370 2.19886 -0.04 -0.01 0.02 0.079
H -5.51041 2.76256 0.33564 -0.11 0.09 -0.03 0.118
O -6.39630 0.60717 -1.11678 0.27 -0.22 0.08 -0.077
C -7.26500 1.71127 -1.21354 -0.16 0.19 -0.02 -0.083
H -6.76437 2.57735 -1.65712 -0.01 -0.03 0.03 0.097
H -8.07611 1.39058 -1.86516 0.04 0.07 0.06 0.094
H -7.67211 1.98688 -0.23595 0.03 0.00 -0.03 0.098
H -4.82953 -1.29317 -0.80741 -0.01 -0.15 -0.08 0.104
S -0.54828 -4.74786 -0.42256 0.08 -0.31 -0.20 1.019
C 0.86575 -5.04103 0.69922 -0.20 0.18 -0.20 -0.331
C 1.98076 -4.05363 0.38582 -0.03 -0.19 0.03 -0.530
O 2.90359 -4.30257 -0.34695 0.08 -0.12 -0.12 0.099
N 1.78236 -2.84992 1.00454 -0.07 0.70 0.25 0.169
C 2.45664 -1.69867 0.65949 0.91 -0.29 -0.13 -0.205
C 3.78789 -1.41193 0.47306 -1.39 0.28 -0.01 -0.087
C 4.87942 -2.26842 0.67224 0.20 -0.28 0.18 -0.184
N 5.79382 -2.93284 0.86384 0.34 -0.24 0.05 0.184
C 3.84264 -0.01977 0.11902 -0.95 0.10 0.06 -0.056
C 2.53714 0.41874 0.10111 1.27 -0.13 -0.08 -0.130
C 1.89604 1.66126 -0.28725 -0.40 0.18 -0.02 -0.133
C 2.58199 2.66983 -0.96609 -0.01 -0.16 0.04 -0.021
C 1.92267 3.82107 -1.35120 -0.01 0.07 -0.02 -0.075
C 0.57198 3.98167 -1.08683 -0.04 0.06 -0.01 -0.085
C -0.12296 2.97557 -0.43537 -0.05 0.09 -0.03 -0.079
C 0.53121 1.82789 -0.03356 0.14 -0.08 0.04 -0.017
H -0.00973 1.04233 0.47245 -0.08 -0.06 0.04 0.099
H -1.18180 3.08476 -0.24922 -0.11 -0.01 0.04 0.096
H 0.06116 4.88146 -1.39548 -0.04 0.07 -0.03 0.101
H 2.46595 4.59564 -1.87207 0.05 0.05 -0.05 0.105
H 3.62608 2.54307 -1.20326 0.05 0.02 -0.04 0.107
O 1.70402 -0.61256 0.43969 -0.06 -0.24 0.01 0.129
C 5.09233 0.70908 -0.08221 0.19 0.21 -0.03 -0.184
C 5.32027 1.92080 0.56748 0.05 -0.13 0.01 -0.043
C 6.52337 2.58094 0.40613 0.00 0.11 0.03 -0.078
C 7.51202 2.04079 -0.40057 0.06 0.01 -0.03 -0.086
C 7.29530 0.83226 -1.04061 0.10 0.01 -0.03 -0.072
C 6.09516 0.16474 -0.87969 -0.12 0.06 0.01 -0.023
H 5.92840 -0.77880 -1.37763 0.00 -0.08 -0.04 0.119
H 8.06574 0.40376 -1.66397 0.06 -0.04 -0.05 0.105
H 8.45169 2.55844 -0.52390 0.08 0.04 -0.01 0.101
H 6.69258 3.51804 0.91611 0.02 0.07 0.04 0.103
H 4.55228 2.33366 1.20574 -0.06 0.03 0.05 0.123
H 0.85968 -2.70014 1.44829 0.27 -0.18 -0.05 0.096
H 1.19508 -6.05419 0.47428 0.00 0.10 0.03 0.089
H 0.50383 -4.95783 1.72192 0.06 -0.07 0.03 0.086
H -1.97669 -3.23741 -2.22873 -0.07 0.20 0.02 0.109
H -3.14741 -1.91640 -2.01275 0.15 -0.12 0.01 0.120
```
Positions in Å, forces in eV/Å.

Values from the calculation:
LUMO energy: 0.38 eV
M: 565.655 g/mol
SMILES: CCn1c(SCC(=O)Nc2oc(-c3ccccc3)c(-c3ccccc3)c2C#N)nnc1-c1cc(OC)cc(OC)c1
energy relative to the best compared isomer or geometry (same formula, charge and spin): 0.000 eV
HOMO level: -7.8 eV
spin multiplicity: 1

2.
Computed, not measured: a molecular structure, C31H28AuF3N6O4S in a non-equilibrium geometry, with wB97M-V/def2-TZVPD.

```
74
Properties=species:S:1:pos:R:3:forces:R:3:lowdin_spin:R:1
Au -0.14747 -0.03208 -0.16467 -0.74 0.00 0.16 0.567
C 0.82559 -3.45864 -0.80856 -0.08 0.14 -0.01 0.001
C 0.76287 -3.17695 0.65643 0.06 -0.23 0.17 0.005
C 1.19526 -4.15188 1.55180 -0.04 0.09 0.04 0.003
C 1.17873 -3.88547 2.90382 0.03 -0.03 -0.04 -0.003
C 0.72385 -2.65311 3.33139 -0.09 0.13 0.05 0.003
C 0.29195 -1.72245 2.39796 0.15 -0.39 -0.08 0.007
N 0.31261 -1.99404 1.08039 -0.04 0.16 -0.09 0.094
C -0.16411 -0.38118 2.81845 -0.02 0.15 0.21 0.008
C -0.22143 -0.00014 4.15193 -0.01 0.04 -0.10 0.003
C -0.58204 1.29842 4.46223 -0.04 -0.05 0.01 -0.003
C -0.89011 2.18413 3.44933 0.00 -0.05 -0.09 0.003
C -0.83945 1.74685 2.13160 0.00 -0.05 0.29 0.007
N -0.49118 0.48718 1.85705 0.17 -0.07 -0.19 0.101
C -1.12172 2.63144 0.98828 -0.06 0.35 -0.27 0.008
C -1.51515 3.94373 1.17554 0.01 -0.06 0.06 0.004
C -1.67891 4.76618 0.07310 -0.01 -0.01 0.00 -0.004
C -1.45298 4.25000 -1.18242 -0.02 -0.09 0.08 0.005
C -1.10872 2.90475 -1.32345 -0.14 0.25 0.01 0.006
C -0.89771 2.34153 -2.68898 0.18 -0.04 0.09 0.001
N -0.95130 2.12689 -0.24825 0.11 -0.29 -0.15 0.125
H 1.40576 -4.36068 -0.97961 -0.03 -0.07 -0.07 0.000
H 1.31337 -2.62879 -1.30673 0.10 0.09 -0.13 0.000
H -0.17270 -3.58896 -1.23157 0.01 0.01 0.00 0.000
H 1.54926 -5.10304 1.18066 0.01 0.02 -0.03 0.000
H 1.53065 -4.61741 3.61780 -0.03 -0.01 0.01 0.000
H 0.71804 -2.42542 4.38503 0.01 -0.01 -0.01 0.001
H 0.02579 -0.68953 4.94214 0.00 0.00 -0.01 0.001
H -0.61712 1.61910 5.49428 0.01 0.01 0.00 0.000
H -1.14752 3.20228 3.69037 -0.01 0.00 -0.02 0.001
H -1.68726 4.33754 2.16434 0.02 0.00 -0.01 0.001
H -1.98153 5.79605 0.20429 0.04 0.01 -0.01 0.000
H -1.54865 4.87196 -2.06051 -0.03 -0.05 -0.04 0.001
H -1.24032 3.03765 -3.44983 -0.02 0.00 0.01 0.000
H -1.41770 1.39486 -2.80859 -0.08 0.07 -0.02 0.000
H 0.17269 2.17578 -2.81415 0.05 -0.05 -0.09 0.000
F 4.65070 2.90736 -0.12415 0.02 -0.06 0.01 0.000
C 4.32008 1.62585 -0.05995 -0.52 -0.11 -0.05 0.000
F 4.87169 0.97765 -1.09950 0.07 0.09 0.12 0.000
F 4.78365 1.10014 1.07009 0.04 0.06 -0.08 0.000
S 2.47728 1.40416 -0.16138 1.19 -0.09 0.19 -0.001
O 2.13734 1.91095 -1.47316 -0.19 0.16 -0.27 -0.001
O 1.91265 2.10012 0.96253 -0.07 0.09 0.12 -0.001
O 2.36111 -0.06429 -0.08306 -0.01 0.06 -0.03 0.001
C 1.96436 -7.59740 -4.80764 0.01 -0.06 -0.02 0.045
C 2.15473 -6.21101 -5.29632 -0.02 -0.04 0.03 0.225
C 1.66567 -5.80569 -6.55915 -0.02 0.12 -0.15 0.029
C 1.85365 -4.53171 -7.00404 -0.04 -0.26 -0.17 0.103
C 2.49123 -3.57124 -6.17052 0.06 0.36 -0.05 0.157
N 2.64754 -2.31925 -6.65598 -0.10 -0.59 0.01 0.222
C 3.15307 -1.16292 -5.98740 0.06 0.70 0.47 0.013
O 4.01674 -0.52305 -6.50881 0.10 -0.17 -0.14 0.035
N 2.61442 -0.82149 -4.76250 0.21 -0.27 -0.16 0.004
C 1.33574 -0.98625 -4.20892 -0.63 -0.11 0.02 0.003
C 0.21071 -1.46364 -4.88113 0.30 0.05 0.00 -0.002
C -0.99709 -1.54127 -4.20713 -0.03 0.03 0.08 0.003
C -1.07530 -1.12284 -2.89291 -0.05 -0.07 -0.09 0.003
N -0.01004 -0.61669 -2.26352 0.11 -0.24 0.19 0.046
C 1.16053 -0.55370 -2.89382 0.18 0.08 -0.06 0.002
C 2.97835 -3.96338 -4.89435 0.00 -0.08 0.25 0.092
C 2.83316 -5.25884 -4.49631 0.08 0.19 0.03 0.036
H 1.74391 -8.28999 -5.61679 0.01 0.00 0.00 0.002
H 1.11818 -7.62373 -4.11083 0.00 0.02 0.00 0.021
H 2.83765 -7.94329 -4.25411 0.00 0.00 0.00 0.007
H 1.14570 -6.51915 -7.18486 0.03 -0.03 0.01 -0.002
H 1.50421 -4.23406 -7.98544 -0.02 0.02 0.02 0.002
H 2.73511 -2.24558 -7.66606 -0.21 0.19 0.01 0.005
H 3.18803 -0.12561 -4.30106 0.02 0.10 -0.07 0.000
H 0.25803 -1.73767 -5.92385 -0.01 -0.04 -0.06 0.000
H -1.88554 -1.89456 -4.71087 0.01 -0.03 0.01 0.000
H -2.00228 -1.16465 -2.33738 0.00 0.00 0.00 0.000
H 1.97103 -0.09342 -2.34555 0.07 -0.08 0.06 0.000
H 3.52719 -3.25739 -4.28671 -0.03 0.03 0.01 0.002
H 3.27678 -5.58091 -3.56366 -0.05 0.00 0.05 -0.002
```
Positions in Å, forces in eV/Å.

Values from the calculation:
LUMO energy (alpha / beta): -5.54 / -8.99 eV
M: 834.631 g/mol
charge: +2
HOMO level (alpha / beta): -13.5 / -13.6 eV
spin multiplicity: 3

3.
Computed, not measured: a molecular structure, C31H28BGeN8Pt, with wB97M-V/def2-TZVPD.

```
70
Properties=species:S:1:pos:R:3:forces:R:3:lowdin_spin:R:1
Pt -0.25859 -0.32021 1.73950 0.04 0.05 0.00 1.745
C 0.82767 0.41129 5.81135 -0.03 0.01 0.01 0.014
C -0.10716 0.04347 4.86328 -0.01 -0.02 0.03 0.035
N 0.45493 0.08647 3.64648 0.01 -0.01 -0.07 0.204
N 1.74772 0.48494 3.79112 0.04 -0.01 0.02 0.013
C 1.98639 0.67610 5.09462 -0.01 -0.01 -0.03 0.030
B 2.65258 0.63627 2.52165 0.02 0.00 0.06 0.002
N 2.63048 -0.73155 1.74640 -0.03 -0.11 -0.01 0.012
C 3.66404 -1.55019 1.50768 0.02 -0.03 -0.05 0.024
C 3.19223 -2.71619 0.91999 0.03 0.07 0.04 0.012
C 1.81933 -2.55061 0.84479 -0.01 0.03 0.06 0.032
N 1.49519 -1.35787 1.35660 -0.06 0.04 -0.06 0.200
N 1.99251 1.72648 1.63772 0.01 0.02 -0.03 0.012
C 2.31003 3.01772 1.43842 0.02 -0.03 -0.01 0.007
C 1.31130 3.60793 0.68883 -0.03 0.01 0.02 0.006
C 0.37413 2.59917 0.48901 -0.02 0.00 -0.04 0.027
N 0.80365 1.47378 1.05617 0.00 -0.01 0.03 0.211
N 4.07437 0.97591 2.83227 -0.01 0.07 0.01 0.000
C 5.03076 1.43741 1.97000 -0.05 -0.05 0.00 0.000
C 6.24976 1.24509 2.55430 0.02 -0.01 0.03 0.000
C 5.95296 0.63131 3.79075 -0.02 0.03 0.01 0.000
N 4.65666 0.45920 3.94949 0.04 -0.04 -0.05 0.000
H 0.69626 0.46789 6.87713 0.00 0.00 -0.01 0.001
H -1.13775 -0.24954 4.97873 0.00 0.00 0.00 0.003
H 2.97339 0.95026 5.42364 0.00 0.00 0.00 0.002
H 4.66615 -1.25993 1.78148 -0.01 -0.01 0.00 0.002
H 3.76840 -3.56750 0.60347 0.00 0.01 0.01 0.001
H 1.05667 -3.20397 0.45253 0.00 0.02 0.01 0.002
H 3.21780 3.43306 1.84175 0.01 0.00 0.00 0.001
H 1.26870 4.62612 0.34508 0.00 0.00 0.01 0.001
H -0.57327 2.62423 -0.02647 0.01 0.00 0.01 0.009
H 4.77664 1.84794 1.00666 0.00 0.00 0.00 0.000
H 7.21509 1.51152 2.16083 -0.01 0.00 0.00 0.000
H 6.63404 0.31734 4.56565 0.00 0.00 0.00 0.000
C -1.91981 0.17762 0.67719 0.05 -0.01 0.15 1.055
Ge -2.06368 -0.41540 -1.14044 0.01 0.01 -0.07 0.181
C -0.61178 -1.53912 -1.71647 -0.03 -0.01 0.01 0.006
C 0.61024 -0.95838 -2.06203 0.03 -0.02 0.01 0.001
C 1.66065 -1.75148 -2.50012 -0.01 0.00 0.00 0.001
C 1.49603 -3.12738 -2.59981 0.00 0.01 -0.01 0.001
C 0.28659 -3.71413 -2.25237 -0.01 0.00 0.00 0.001
C -0.76551 -2.92317 -1.80834 0.01 -0.01 0.00 0.001
C -3.84675 -1.02018 -1.68132 0.03 0.01 0.02 0.220
C -3.98041 -1.78007 -2.86478 -0.02 -0.01 -0.02 0.084
C -5.21640 -2.26718 -3.22476 0.01 -0.01 0.00 0.014
C -6.33799 -1.93739 -2.45899 0.01 0.00 -0.01 0.140
C -6.22610 -1.12387 -1.32497 0.01 0.01 0.01 0.020
C -4.99505 -0.63300 -0.95834 -0.02 -0.01 0.00 0.076
C -2.39494 1.09636 -2.35226 -0.01 0.00 0.01 0.200
C -1.97650 1.01673 -3.69395 -0.01 0.00 0.02 0.070
C -2.14897 2.10333 -4.52497 -0.01 0.02 0.00 0.014
C -2.79635 3.24546 -4.04876 0.00 0.00 0.01 0.110
C -3.26922 3.30970 -2.73633 0.01 -0.01 -0.03 0.011
C -3.10171 2.22726 -1.89920 0.01 -0.01 -0.01 0.074
H -2.69461 0.66606 1.26582 -0.03 0.00 -0.05 0.088
H 0.74746 0.11600 -1.99588 0.00 0.01 -0.01 0.000
H 2.60377 -1.29657 -2.77303 0.00 0.00 0.00 0.000
H 2.31107 -3.74373 -2.95571 0.00 0.00 0.00 0.000
H 0.15905 -4.78557 -2.33472 0.00 0.00 0.00 0.000
H -1.70681 -3.39253 -1.54357 0.00 0.00 0.00 0.000
H -3.10800 -2.01437 -3.46287 0.00 0.00 0.00 0.002
H -5.32371 -2.89044 -4.10189 0.00 0.00 0.00 -0.001
H -7.31283 -2.29866 -2.75954 0.00 0.00 0.00 0.006
H -7.10696 -0.87807 -0.74788 0.00 0.00 0.00 0.000
H -4.90588 0.00602 -0.08849 0.00 0.00 0.00 0.003
H -1.48107 0.12553 -4.06115 0.00 0.00 0.00 0.003
H -1.79280 2.06943 -5.54562 0.00 0.00 0.00 0.000
H -2.95109 4.08585 -4.71283 0.00 0.00 0.00 0.005
H -3.77699 4.19803 -2.38617 0.00 0.00 0.00 -0.001
H -3.48601 2.26399 -0.88637 0.00 0.00 0.00 0.004
```
Positions in Å, forces in eV/Å.

Values from the calculation:
LUMO energy (alpha / beta): -4.99 / -9.26 eV
M: 791.121 g/mol
energy relative to the best compared isomer or geometry (same formula, charge and spin): 0.000 eV
charge: +2
HOMO level (alpha / beta): -13.9 / -13.9 eV
spin multiplicity: 6